1.
15
Properties=species:S:1:pos:R:3 method="wB97M-V/def2-TZVPD" total_energy_ha=-1443.34914 relative_energy_ev=2.473 e_lumo_ev="2.3 / 2.4" multiplicity=1 total_charge=-1 gap_ev="5.64 / 6.08"
C 3.13 1.86 0.42
C 1.87 1.53 -0.04
C 4.52 -0.47 -0.25
C -0.43 -1.28 0.13
C -0.08 0.09 -0.49
N 1.26 0.41 0.08
S 1.06 2.94 -0.75
S 4.97 -1.98 -0.34
S 4.10 0.50 0.98
H 3.39 2.84 0.65
H -0.10 -1.16 1.21
H -1.39 -1.77 -0.05
H 0.37 -2.08 -0.10
H -0.01 0.07 -1.56
H -0.85 0.83 -0.31


2.
36
Properties=species:S:1:pos:R:3 method="wB97M-V/def2-TZVPD" total_energy_ha=-953.21475 relative_energy_ev=10.752 e_lumo_ev=0.5 multiplicity=1 smiles="O=C1Nc2ccccc2O[C@H]1CC(=O)N1CCOCC1" total_charge=0 gap_ev=8.73
O 2.45 3.42 0.72
C 2.47 2.26 0.26
N 3.32 1.40 0.66
C 3.18 -0.04 0.20
C 3.92 -1.19 0.65
C 3.81 -2.38 0.33
C 2.98 -2.70 -0.65
C 2.27 -1.57 -1.51
C 2.25 -0.28 -0.97
O 1.60 0.63 -1.48
C 1.14 1.96 -0.63
C -0.11 1.49 0.15
C -1.27 1.18 -0.68
O -1.33 1.90 -1.66
N -2.39 0.83 -0.08
C -2.54 0.22 1.48
C -2.87 -1.29 1.28
O -3.93 -1.29 0.42
C -3.97 -0.76 -0.68
C -3.73 0.78 -0.55
H 3.93 1.77 1.38
H 4.49 -0.84 1.65
H 4.44 -3.20 0.71
H 3.08 -3.54 -1.21
H 1.63 -1.81 -2.37
H 0.90 2.67 -1.38
H -0.18 2.11 1.15
H 0.23 0.38 0.77
H -1.51 0.20 1.97
H -3.24 0.91 1.88
H -2.91 -1.68 2.16
H -2.00 -1.94 0.68
H -4.96 -0.96 -1.36
H -3.17 -1.14 -1.63
H -3.48 1.23 -1.64
H -4.48 1.26 -0.01


3.
62
Properties=species:S:1:pos:R:3 method="wB97M-V/def2-TZVPD" total_energy_ha=-3961.10182 relative_energy_ev=0.750 e_lumo_ev=-1.6 multiplicity=1 total_charge=0 gap_ev=7.46
Ga -0.45 -0.26 0.28
C 4.13 -4.39 -5.20
C 3.18 -3.97 -4.12
C 2.87 -2.62 -3.93
C 2.02 -2.22 -2.92
C 1.45 -3.17 -2.09
C 1.74 -4.52 -2.26
C 2.60 -4.90 -3.28
S 0.34 -2.68 -0.82
O -0.71 -1.87 -1.47
O -0.05 -3.86 -0.11
N 1.03 -1.57 0.07
C 1.73 -1.83 1.32
C 1.61 -0.55 2.18
O 2.40 -0.36 3.08
O 0.62 0.24 1.87
H 4.12 -3.68 -6.03
H 3.87 -5.37 -5.59
H 5.15 -4.44 -4.82
H 3.31 -1.88 -4.59
H 1.78 -1.17 -2.78
H 1.29 -5.24 -1.60
H 2.82 -5.96 -3.42
H 2.79 -2.04 1.17
H 1.29 -2.66 1.87
O -2.92 6.06 -2.34
N -1.74 5.92 -2.59
O -1.04 6.75 -3.11
C -1.10 4.67 -2.13
C 0.21 4.77 -1.82
C 0.92 3.63 -1.31
C 2.29 3.65 -1.00
C 2.88 2.50 -0.53
C 2.09 1.36 -0.34
N 0.80 1.33 -0.61
C 0.22 2.44 -1.11
C -1.17 2.35 -1.49
N -1.72 1.13 -1.34
C -2.96 0.94 -1.73
C -3.73 1.97 -2.29
C -3.19 3.23 -2.42
C -1.86 3.45 -2.01
H 0.72 5.71 -1.96
H 2.86 4.56 -1.13
H 3.93 2.47 -0.28
H 2.51 0.45 0.04
H -3.36 -0.05 -1.59
H -4.74 1.77 -2.61
H -3.77 4.03 -2.84
C -3.47 -1.75 2.96
C -2.23 -0.93 2.57
C -2.20 0.37 3.36
C -2.21 -0.68 1.07
H -3.49 -1.95 4.03
H -3.49 -2.70 2.44
H -4.38 -1.20 2.70
H -1.35 -1.52 2.85
H -3.08 0.97 3.11
H -1.31 0.96 3.13
H -2.22 0.18 4.43
H -2.96 0.09 0.84
H -2.52 -1.58 0.53